The following is a quantum chemistry calculation of a molecular structure, C24H38Br36N3O3PS2Si, from the OMol25 dataset.

Last column: Löwdin charge in e.
Element x y z (Å)
1 C -1.012 5.913 0.267  -0.324
2 H -1.653 2.756 -0.963  0.097
3 Br -4.873 7.303 -5.306  0.529
4 C 4.602 -11.378 -0.963  -1.595
5 H -1.309 6.071 1.388  0.065
6 C 5.519 0.142 3.724  -1.603
7 Br -4.746 -0.586 5.087  0.558
8 C 1.926 -0.590 -1.795  -0.443
9 C -1.572 4.625 6.279  -1.601
10 Br -4.622 10.069 -8.495  0.548
11 H 0.684 2.061 -3.850  0.128
12 H -0.743 -10.400 0.150  -0.079
13 H 1.413 -3.742 0.766  0.067
14 C -5.162 -2.148 4.005  -1.592
15 C -6.666 7.069 -6.023  -1.607
16 H 1.177 8.139 2.497  0.075
17 H 0.505 1.186 0.111  0.078
18 O 0.770 5.422 3.032  -0.333
19 H 4.070 -11.549 -0.021  -0.077
20 H 3.483 4.244 0.974  0.073
21 C 1.583 -6.891 -2.053  -1.589
22 H -7.365 -3.785 0.224  -0.048
23 H -2.713 0.479 -0.130  0.114
24 C -7.413 -4.879 0.235  -1.612
25 C -1.639 -2.571 0.779  -0.218
26 Br -6.976 -5.448 2.043  0.533
27 Br 10.432 -2.185 1.452  0.559
28 Br 2.693 -6.002 -0.726  0.582
29 C -1.071 -11.216 0.803  -1.598
30 Si 0.052 4.265 0.148  0.520
31 Br 1.000 -5.666 -3.447  0.571
32 H -1.447 -3.212 1.767  0.088
33 H -2.030 5.687 -0.311  0.095
34 Br -2.580 4.232 7.896  0.566
35 Br -3.660 -3.379 3.904  0.571
36 H 0.055 4.954 3.555  -0.004
37 Br 3.398 -10.382 -2.121  0.570
38 H 0.065 6.902 -1.549  0.004
39 H -0.641 -0.887 1.959  0.105
40 Br -0.514 8.480 -3.713  0.592
41 H -6.559 6.873 -7.095  -0.024
42 C -0.458 -2.961 -0.298  -0.249
43 Br 4.751 0.046 1.940  0.524
44 Br 0.153 -12.700 0.516  0.533
45 H -2.154 3.125 0.817  0.101
46 H 1.106 -1.929 1.179  0.091
47 Br -6.110 -5.517 -1.060  0.551
48 Br -2.370 9.994 -6.192  0.485
49 Br 4.081 -12.137 2.987  0.574
50 Br -2.150 6.288 5.452  0.570
51 H 4.141 -14.565 3.559  -0.022
52 C -0.603 1.342 0.486  -0.281
53 Br 3.542 -14.724 1.142  0.535
54 Br 5.030 -13.127 -1.698  0.533
55 H 2.207 -7.650 -2.535  -0.072
56 C 8.929 -0.954 1.554  -1.604
57 P 1.422 4.309 1.862  0.240
58 C 0.852 7.951 0.441  -0.281
59 Br 5.497 -1.586 4.617  0.545
60 Br 0.084 -7.824 -1.235  0.561
61 H 0.826 4.394 -1.099  -0.045
62 H -1.223 -0.299 -0.988  0.091
63 C 3.457 -13.979 2.937  -1.575
64 Br -9.228 -5.374 -0.261  0.558
65 Br -7.560 5.525 -5.249  0.552
66 Br 8.278 -0.459 -0.211  0.551
67 Br 1.683 -14.164 3.714  0.545
68 Br -7.733 8.686 -5.846  0.546
69 Br -1.612 3.140 5.023  0.569
70 C -1.601 -0.993 1.265  -0.214
71 Br 6.203 -10.360 -0.536  0.560
72 H -1.159 8.003 -0.632  0.104
73 S 1.927 2.568 2.567  0.223
74 H -0.545 1.273 1.675  0.072
75 H 1.822 7.297 0.537  0.100
76 H -0.528 4.762 6.579  -0.017
77 C -1.616 0.097 0.041  -0.185
78 H -2.725 -2.836 0.434  0.106
79 C 1.045 -2.710 0.308  -0.468
80 H 6.570 0.427 3.605  -0.085
81 Br -0.438 7.001 -6.575  0.545
82 N 0.405 8.388 1.819  -0.051
83 N 2.272 1.751 -2.034  -0.035
84 Br -5.814 -1.653 2.240  0.545
85 H -0.599 -4.095 -0.640  0.113
86 Br -2.890 -11.666 0.279  0.560
87 Br 4.675 1.524 4.802  0.546
88 H 1.381 7.382 -4.910  -0.014
89 H 8.115 -1.484 2.059  -0.037
90 N 2.715 0.633 -1.293  -0.007
91 O 1.033 -0.106 -2.861  -0.131
92 C -1.222 2.822 0.148  -0.323
93 H -2.520 -0.726 1.978  0.103
94 C -0.295 7.198 -0.456  -0.283
95 H -2.759 11.657 -8.011  -0.022
96 H 1.191 8.943 -0.129  0.115
97 O 2.925 5.048 1.269  -0.344
98 H -0.503 7.963 2.110  0.048
99 Br 9.346 0.609 2.636  0.573
100 S 2.221 -2.301 -1.092  0.804
101 Br -0.987 -10.551 2.629  0.551
102 H -5.977 -2.678 4.510  -0.024
103 C 0.330 7.098 -4.790  -1.545
104 C -2.807 10.563 -8.000  -1.576
105 Br -1.503 9.925 -9.295  0.552
106 Br 0.308 5.369 -3.898  0.587
107 C 1.221 1.362 -3.066  -0.006
108 H -0.517 -2.336 -1.312  0.095

The total energy comes out at -95418.58923 hartree. The calculation puts the HOMO energy at -8.65 eV. The spin multiplicity is 1. The net charge is 0. Its frontier orbital gap is 8.1 eV.